{
  "formula": "C31H42BGe2N5O3PdS3",
  "method": "the ωB97M-V functional and the def2-TZVPD basis",
  "multiplicity": 1,
  "energy_ev": -196117.8053,
  "homo_energy_ha": -0.27070,
  "gap_ev": 6.49,
  "symbols": ["Pd", "C", "C", "Ge", "C", "C", "C", "C", "Ge", "C", "C", "C", "C", "C", "C", "C", "C", "C", "C", "H", "H", "H", "H", "H", "H", "H", "H", "H", "H", "H", "H", "H", "H", "H", "H", "H", "H", "H", "H", "H", "H", "H", "H", "H", "H", "C", "N", "C", "C", "N", "B", "N", "C", "C", "N", "C", "C", "S", "C", "S", "H", "H", "H", "H", "H", "H", "H", "H", "H", "H", "H", "H", "O", "C", "N", "S", "O", "O", "C", "C", "C", "C", "C", "C", "H", "H", "H", "H"],
  "positions_angstrom": [[0.14634, 0.68695, -0.64682], [-4.37792, 1.95449, 0.96562], [-3.23978, 1.72416, -0.02461], [-1.60667, 1.22491, 0.95776], [-1.06834, 2.60166, 2.25807], [-1.50972, 2.26057, 3.67683], [-1.85759, -0.47850, 1.85904], [-1.25497, -1.62394, 1.55049], [-0.40906, -1.69563, -0.22668], [1.28027, -2.66052, -0.55223], [1.21032, -4.16542, -0.77882], [-1.83460, -2.27791, -1.46836], [-2.63196, -3.51219, -1.07424], [-1.27017, -2.78414, 2.46345], [-1.00705, -4.06418, 1.99464], [-0.99493, -5.15768, 2.84684], [-1.22717, -4.98588, 4.19996], [-1.46055, -3.70796, 4.69196], [-1.47172, -2.62120, 3.83686], [-5.29304, 2.24918, 0.45066], [-4.13943, 2.74699, 1.67444], [-4.60413, 1.05428, 1.53751], [-3.05144, 2.61884, -0.62043], [-3.49658, 0.92207, -0.72039], [-1.50833, 3.53946, 1.91076], [0.01170, 2.73446, 2.21844], [-2.58488, 2.08658, 3.74472], [-1.26966, 3.06856, 4.36780], [-1.00274, 1.36707, 4.03595], [-2.46034, -0.42489, 2.76363], [1.97466, -2.43491, 0.26058], [1.67856, -2.17945, -1.45275], [0.98790, -4.70804, 0.13983], [2.16502, -4.54195, -1.14922], [0.45514, -4.43161, -1.51956], [-1.37639, -2.39548, -2.45221], [-2.50202, -1.41797, -1.54553], [-2.02135, -4.41514, -1.08122], [-3.45603, -3.68205, -1.77040], [-3.06463, -3.41597, -0.07825], [-0.81116, -4.22757, 0.94279], [-0.79552, -6.14395, 2.44870], [-1.20565, -5.83332, 4.87154], [-1.61320, -3.55540, 5.75240], [-1.60181, -1.63093, 4.24811], [2.84292, 3.34777, 0.11011], [2.48115, 3.27162, -1.28664], [3.35872, 3.23618, -2.34127], [2.61272, 3.23238, -3.47008], [1.28989, 3.27258, -3.11667], [0.14788, 3.66364, -4.07044], [-1.06353, 2.63871, -4.11935], [-2.17448, 3.10514, -4.76833], [-3.10752, 2.12611, -4.78710], [-2.55567, 1.05270, -4.13987], [-3.22235, -0.21504, -3.97238], [-1.30434, 1.38930, -3.72632], [-0.22620, 0.24610, -2.97345], [1.22413, 3.28929, -1.77570], [-0.22946, 3.26443, -0.86178], [3.77376, 2.80177, 0.25960], [2.05330, 2.88942, 0.70349], [2.97025, 4.38631, 0.41638], [4.41950, 3.19211, -2.18887], [2.90593, 3.21511, -4.50177], [0.59375, 3.72879, -5.18452], [-0.33653, 4.69926, -3.71043], [-2.20007, 4.10324, -5.15913], [-4.09826, 2.09351, -5.19812], [-3.97678, -0.30340, -4.75155], [-3.69926, -0.27773, -2.99612], [-2.49772, -1.01903, -4.06732], [2.73045, 0.44009, -1.18612], [2.74343, 0.28377, 0.02574], [1.61754, 0.44106, 0.80120], [1.92255, 0.06534, 2.38353], [1.76459, 1.22702, 3.21428], [1.27456, -1.14315, 2.79985], [3.63653, -0.25026, 2.14294], [4.57666, -0.59324, 3.09150], [5.87570, -0.79075, 2.64194], [6.20349, -0.64142, 1.29752], [5.24038, -0.28974, 0.36422], [3.94443, -0.09700, 0.81710], [4.31571, -0.70772, 4.13264], [6.64662, -1.06771, 3.34722], [7.22368, -0.80326, 0.98042], [5.47261, -0.16978, -0.68401]]
}

{
  "formula": "C31H42BN10O2S4Ti",
  "method": "the ωB97M-V functional and the def2-TZVPD basis",
  "multiplicity": 1,
  "charge": 1,
  "energy_ev": -118956.2551,
  "homo_energy_ha": -0.40662,
  "gap_ev": 6.93,
  "symbols": ["Ti", "C", "C", "C", "C", "C", "C", "C", "H", "H", "H", "H", "H", "H", "H", "H", "C", "C", "C", "C", "N", "C", "C", "N", "B", "N", "C", "C", "N", "C", "S", "C", "C", "C", "C", "N", "C", "C", "N", "C", "S", "C", "C", "C", "C", "C", "S", "H", "H", "H", "H", "H", "H", "H", "H", "H", "H", "H", "H", "H", "H", "H", "H", "H", "H", "H", "H", "H", "H", "H", "H", "H", "H", "H", "H", "H", "H", "H", "H", "H", "H", "O", "N", "C", "C", "N", "C", "N", "O", "S", "N"],
  "positions_angstrom": [[1.13134, -0.20577, 0.02089], [2.43480, -0.86385, 4.01130], [2.69592, -1.77726, 2.84573], [3.98750, -2.08097, 2.44149], [4.21755, -2.96866, 1.39720], [3.15494, -3.57914, 0.74602], [1.85755, -3.28511, 1.13941], [1.62597, -2.36603, 2.16635], [1.99919, -1.42296, 4.84248], [1.72422, -0.07250, 3.75169], [3.35526, -0.40170, 4.37027], [4.82706, -1.62253, 2.95297], [5.23433, -3.19179, 1.09626], [3.33687, -4.28654, -0.05316], [1.02303, -3.78936, 0.67155], [0.61881, -2.20565, 2.52795], [-2.16944, 1.03438, 4.57611], [-2.44056, -0.37256, 4.04686], [-3.61730, -0.97333, 4.81056], [-1.23157, -1.28597, 4.22723], [-2.80974, -0.27690, 2.58513], [-4.06376, -0.61363, 2.09514], [-4.07648, -0.30982, 0.78800], [-2.83690, 0.20210, 0.45896], [-2.61851, 0.83665, -0.94075], [-1.81480, 2.17243, -0.82354], [-2.48863, 3.30081, -0.40538], [-1.64893, 4.34660, -0.51152], [-0.44490, 3.85907, -0.99190], [-0.56885, 2.52631, -1.16202], [0.67905, 1.43163, -1.71232], [0.73324, 4.73469, -1.36511], [0.35834, 6.18930, -1.10280], [1.93678, 4.36940, -0.50536], [1.02493, 4.55840, -2.85365], [-2.06625, -0.15358, -1.99827], [-2.40841, 0.01343, -3.32416], [-1.94388, -1.04756, -4.00681], [-1.31504, -1.87971, -3.09314], [-1.39226, -1.30974, -1.86990], [-0.71643, -1.91904, -0.38939], [-0.69933, -3.21378, -3.44315], [0.79491, -3.18335, -3.13231], [-0.89271, -3.47054, -4.93458], [-1.42032, -4.31091, -2.66183], [-2.06533, 0.19980, 1.55935], [-0.42927, 0.78559, 1.66783], [-1.93867, 0.97321, 5.64136], [-3.05157, 1.66703, 4.45261], [-1.32606, 1.50226, 4.07011], [-3.32663, -1.04914, 5.85722], [-3.86447, -1.97827, 4.46096], [-4.50751, -0.34259, 4.76033], [-1.08600, -1.46723, 5.29315], [-0.32752, -0.83025, 3.83269], [-1.39810, -2.24678, 3.73412], [-4.84235, -1.02132, 2.71017], [-4.86171, -0.40715, 0.05783], [-3.71030, 1.15641, -1.33895], [-3.51625, 3.26227, -0.08269], [-1.81054, 5.38280, -0.28411], [0.14449, 6.37494, -0.04804], [-0.48865, 6.51488, -1.71078], [1.21698, 6.80144, -1.37582], [1.70935, 4.52001, 0.55073], [2.77587, 5.00934, -0.78192], [2.24212, 3.33681, -0.66690], [0.14568, 4.81648, -3.44891], [1.33237, 3.54129, -3.09421], [1.83924, 5.22757, -3.13470], [-2.95753, 0.87431, -3.66693], [-2.01846, -1.27457, -5.05255], [1.25962, -2.30008, -3.57390], [1.26438, -4.06783, -3.56602], [0.98487, -3.17698, -2.06077], [-0.35896, -2.74445, -5.55112], [-1.94655, -3.48237, -5.21716], [-0.48171, -4.45440, -5.15399], [-1.36100, -4.15090, -1.58704], [-0.95045, -5.26908, -2.89030], [-2.47127, -4.36614, -2.95489], [2.07000, -1.03013, -1.25039], [3.21396, -1.49713, -1.74521], [4.15160, -0.66357, -1.94601], [5.37326, -1.23866, -2.47549], [6.34575, -1.67143, -2.90459], [4.17287, 0.76417, -1.68609], [4.27044, 1.89804, -1.53943], [1.94252, 2.62110, 2.25605], [2.97844, 1.77655, 1.71423], [2.59648, 0.58922, 0.88167]]
}